# C5H6BrF

One molecule with the formula C5H6BrF (ωB97M-V with the def2-TZVPD basis set, the Open Molecules 2025 dataset).

```
13
Properties=species:S:1:pos:R:3:forces:R:3:nbo_charge:R:1
C -0.3922 -0.0627 1.9338 -0.388 1.103 -1.870 0.421
C 0.8050 -1.4951 -0.3978 1.041 1.061 0.497 -0.070
C 0.6796 0.5057 0.9556 0.786 0.874 2.459 -0.577
C 0.4151 -0.0406 -0.4435 0.746 1.249 -1.527 -0.433
C -0.9130 0.4201 -1.0370 -2.050 -0.655 -1.050 -0.663
F 0.1346 -0.7867 2.8424 1.036 -0.480 0.760 -0.302
Br -0.1904 -2.6256 -1.3807 -0.626 -0.597 -0.664 0.165
H 0.5362 1.6362 1.0203 -0.144 -1.297 -0.365 0.248
H 1.7492 0.3365 1.3078 -1.230 -0.167 -0.496 0.230
H 1.2391 0.5221 -1.1128 -1.246 -1.750 1.304 0.298
H -1.6594 0.8790 -0.3978 0.582 0.384 0.874 0.240
H -1.5883 -0.4004 -1.4146 1.188 0.378 0.075 0.226
H -0.8154 1.1113 -1.8756 0.304 -0.103 0.003 0.219
```
Forces are in eV/Å.

molar mass = 165.005 g/mol
electronic energy = -78035.162 eV
LUMO = -0.0304 hartree
energy relative to the best compared isomer or geometry (same formula, charge and spin) = 5.226 eV


# C38H47Cl3IN5O5SSi2Zr

C38H47Cl3IN5O5SSi2Zr as an isolated structure (ωB97M-V with the def2-TZVPD basis set, the Open Molecules 2025 dataset).

```
103
Properties=species:S:1:pos:R:3:forces:R:3:lowdin_charge:R:1
Zr 1.9710 -0.4809 0.2611 -0.770 2.110 0.149 1.446
C 0.8180 0.9521 1.6717 -0.662 0.311 0.384 -0.368
C 1.5700 2.0119 1.0626 -0.416 0.358 -0.292 -0.253
C 2.6506 2.3025 1.8886 0.019 -0.167 0.031 -0.161
C 2.6132 1.4256 2.9870 0.174 0.095 0.295 -0.157
C 1.4947 0.6118 2.8744 -0.191 0.091 0.053 -0.138
H -0.2345 0.7881 1.4718 0.213 -0.036 -0.031 0.070
H 1.2140 2.6098 0.2320 0.180 -0.217 0.060 0.057
H 3.3862 3.0738 1.7270 0.140 0.031 -0.097 0.104
H 3.3308 1.4043 3.7883 0.141 -0.072 0.126 0.099
H 1.1356 -0.1018 3.6026 0.139 -0.103 -0.114 0.108
N -2.2524 -2.6873 1.2694 -0.100 0.182 0.145 0.153
C -1.5013 -1.6476 0.8619 -0.173 0.090 0.012 -0.126
N -0.3986 -1.7598 0.2111 0.675 -0.449 0.245 0.055
C 0.0522 -3.0273 -0.1238 0.091 0.759 -0.658 -0.282
N 1.0092 -3.1218 -0.9941 -0.450 -1.811 -0.003 0.110
N 1.6057 -1.9697 -1.3198 -0.068 1.053 -1.536 -0.243
C 1.9588 -1.6945 -2.5303 -0.667 -0.991 0.771 -0.111
C 2.6789 -0.4722 -2.7701 0.422 0.944 -0.404 -0.328
C 3.1345 -0.1553 -4.0536 -0.281 -0.400 0.702 0.010
C 3.7785 1.0465 -4.2586 0.035 0.371 0.390 -0.028
C 3.9058 1.9252 -3.1864 -0.073 -0.421 -0.494 -0.041
C 3.4365 1.5389 -1.9441 -0.197 0.076 0.233 -0.225
N 2.8466 0.3656 -1.7137 0.566 -0.295 -0.937 -0.132
C -0.5947 -4.1946 0.4409 -0.433 -0.117 0.142 -0.088
C -0.0876 -5.4885 0.3324 -0.080 0.119 0.002 0.002
C -0.7672 -6.5513 0.8894 0.199 -0.010 -0.071 -0.068
C -1.9626 -6.3388 1.5665 0.035 0.179 0.027 -0.065
C -2.4723 -5.0623 1.6976 -0.024 -0.010 0.034 -0.008
C -1.7887 -3.9839 1.1471 0.494 -0.421 -0.337 -0.177
H -3.0755 -2.5377 1.8366 0.119 0.220 -0.185 0.165
H -1.8818 -0.6544 1.0672 -0.001 0.028 0.122 0.116
H 1.6944 -2.3422 -3.3655 0.153 -0.096 0.223 0.147
H 2.9808 -0.8658 -4.8532 0.005 -0.001 -0.033 0.120
H 4.1714 1.2902 -5.2339 0.000 0.106 -0.059 0.114
H 4.3919 2.8778 -3.3130 0.024 0.126 0.086 0.116
H 3.5337 2.2005 -1.0912 -0.031 -0.090 -0.042 0.099
H 0.8443 -5.6250 -0.1891 0.152 -0.059 -0.104 0.119
H -0.3625 -7.5481 0.8069 0.021 -0.087 -0.011 0.107
H -2.4799 -7.1764 2.0088 -0.108 -0.030 0.028 0.108
H -3.3918 -4.8931 2.2341 -0.177 0.031 0.107 0.113
Cl 6.0057 0.6914 -0.6776 -0.065 0.072 0.591 0.161
Si 4.7007 -0.0847 0.8503 0.674 -1.084 -1.612 -0.241
Cl 6.1458 -0.8390 2.1264 -0.126 0.138 0.372 0.197
Cl 4.2333 -2.0897 -0.3771 0.856 0.559 0.366 0.177
C -1.3879 5.5223 -2.8615 0.164 -0.265 0.257 -0.022
C -0.6788 4.5330 -1.9253 0.301 0.498 -0.160 -0.631
C -0.5850 5.1204 -0.5122 -0.103 -0.187 -0.291 -0.022
C 0.7298 4.2341 -2.4532 -0.281 -0.014 0.126 -0.032
O -1.4687 3.3604 -1.9388 -0.283 0.107 -0.021 -0.135
Si -1.5505 1.9649 -1.1017 0.835 -0.709 -0.190 -0.118
S 0.0632 0.6897 -1.5229 -0.069 0.344 0.067 0.516
O -2.9431 1.2676 -1.5593 -0.425 0.027 0.264 -0.155
C -3.3563 0.6744 -2.7708 -0.426 -0.376 -0.382 -0.652
C -4.7816 1.1754 -3.0317 0.397 -0.121 0.095 -0.024
C -3.3532 -0.8455 -2.5620 0.058 0.404 -0.052 -0.026
C -2.4411 1.0632 -3.9282 -0.117 -0.057 0.211 -0.048
O -1.7183 2.1766 0.5023 0.171 0.190 0.263 -0.164
C -2.8160 2.5953 1.3020 -0.395 0.069 0.480 -0.621
C -3.5218 1.3354 1.8223 0.162 0.278 -0.115 -0.029
C -3.8219 3.4319 0.5118 0.191 -0.151 0.026 -0.017
C -2.2375 3.3950 2.4736 -0.123 -0.201 -0.316 -0.010
H -0.9431 6.5092 -2.7782 0.087 0.176 -0.028 0.084
H -2.4404 5.5851 -2.5952 -0.092 0.039 0.063 0.085
H -1.3127 5.1895 -3.8945 -0.018 -0.058 -0.080 0.082
H 0.0712 5.9870 -0.5072 0.090 0.086 -0.009 0.089
H -0.1987 4.3772 0.1800 0.081 -0.052 0.136 0.068
H -1.5646 5.4366 -0.1632 -0.105 0.029 0.047 0.074
H 1.3545 5.1189 -2.3583 0.085 0.135 -0.059 0.087
H 0.6899 3.9333 -3.4975 -0.010 -0.068 -0.106 0.089
H 1.1813 3.4210 -1.8913 0.047 -0.103 0.091 0.034
H -5.4214 0.9277 -2.1863 -0.069 -0.029 0.052 0.082
H -5.1843 0.7188 -3.9325 -0.102 -0.016 -0.102 0.083
H -4.7640 2.2564 -3.1488 -0.051 0.121 -0.056 0.087
H -4.0186 -1.1058 -1.7395 -0.062 -0.037 0.062 0.080
H -2.3426 -1.1692 -2.3221 0.121 -0.060 0.037 0.061
H -3.6874 -1.3518 -3.4628 -0.067 -0.135 -0.129 0.083
H -2.3551 2.1462 -3.9694 -0.021 0.099 -0.135 0.080
H -2.8495 0.6885 -4.8625 -0.028 -0.029 -0.163 0.088
H -1.4485 0.6481 -3.7699 0.084 -0.031 -0.082 0.036
H -3.8109 0.7193 0.9724 -0.065 -0.087 -0.064 0.077
H -4.4137 1.6087 2.3806 -0.113 -0.008 0.087 0.087
H -2.8609 0.7774 2.4847 0.090 -0.070 0.070 0.079
H -4.2514 2.8228 -0.2777 -0.126 0.016 -0.111 0.075
H -3.3316 4.2868 0.0575 0.025 0.130 -0.053 0.070
H -4.6187 3.7884 1.1618 -0.030 0.016 0.094 0.093
H -1.4518 2.8231 2.9604 0.090 -0.089 0.073 0.084
H -3.0189 3.6174 3.1958 -0.086 0.049 0.112 0.087
H -1.8104 4.3299 2.1226 0.055 0.124 -0.057 0.075
I 4.9590 -6.8477 5.8955 -0.244 0.298 -0.249 0.828
C 3.8536 -5.4648 4.7359 0.250 -0.316 0.237 -0.706
C 4.5172 -4.4511 4.0698 0.176 -0.022 0.069 -0.136
C 3.7914 -3.5489 3.3147 -0.232 0.092 -0.160 -0.011
C 2.4049 -3.6456 3.2333 0.200 0.082 -0.026 -0.107
C 1.7573 -4.6833 3.8993 -0.063 0.211 -0.136 -0.013
C 2.4775 -5.5956 4.6501 -0.026 -0.081 0.036 -0.147
C 1.6181 -2.6141 2.4733 -1.076 -0.605 0.974 -0.544
O 0.4149 -2.4637 2.6678 0.537 -0.351 0.452 0.057
O 2.2791 -1.9083 1.6256 0.278 -0.409 0.185 -0.323
H 5.5905 -4.3557 4.1385 0.058 -0.013 0.000 0.097
H 4.3047 -2.7605 2.7860 0.015 0.041 -0.037 0.054
H 0.6841 -4.7698 3.8168 -0.118 0.040 0.038 0.115
H 1.9772 -6.3979 5.1715 -0.061 -0.033 -0.007 0.091
```
Forces are in eV/Å.

molar mass = 1066.550 g/mol
electronic energy = -131407.675 eV
LUMO = -0.0484 hartree
energy relative to the best compared isomer or geometry (same formula, charge and spin) = 3.584 eV


# C31H32BHfN4SbSe4

C31H32BHfN4SbSe4 as an isolated structure (ωB97M-V with the def2-TZVPD basis set, the Open Molecules 2025 dataset).

```
74
Properties=species:S:1:pos:R:3:forces:R:3:lowdin_charge:R:1
Hf -1.3124 -0.7772 -1.4295 -0.026 0.038 -0.205 0.893
C -3.5705 4.6643 0.0301 -0.005 0.027 0.018 -0.090
C -2.8316 4.4375 -1.2827 0.026 0.006 0.012 -0.416
C -2.8710 5.6922 -2.1572 -0.010 0.014 -0.002 -0.079
C -1.4059 3.9588 -1.1062 0.000 0.000 0.020 -0.215
C -0.8088 3.2450 -2.1447 0.000 -0.009 0.013 -0.063
C 0.4800 2.7560 -2.0246 0.034 -0.028 -0.041 -0.071
C 1.2276 2.9630 -0.8682 -0.026 0.038 0.051 -0.288
C 2.6122 2.3906 -0.7275 0.004 0.004 -0.011 -0.044
C 0.6400 3.6892 0.1590 0.043 -0.002 -0.009 -0.053
C -0.6570 4.1791 0.0431 -0.021 -0.017 -0.009 -0.031
H -4.6205 4.8900 -0.1697 0.005 -0.003 -0.001 0.074
H -3.1530 5.5074 0.5903 -0.003 -0.006 -0.003 0.066
H -3.5285 3.7762 0.6628 0.005 -0.007 -0.007 0.073
H -3.3554 3.6492 -1.8298 -0.011 -0.003 -0.006 0.052
H -2.3367 6.5165 -1.6731 0.001 0.000 0.000 0.075
H -3.9035 6.0043 -2.3369 0.006 -0.007 0.000 0.071
H -2.4065 5.5001 -3.1252 -0.004 -0.004 0.007 0.068
H -1.3846 3.0354 -3.0413 0.003 -0.003 0.002 0.064
H 0.8937 2.1627 -2.8337 0.002 0.004 0.010 0.091
H 2.6737 1.4104 -1.2039 -0.016 0.002 0.001 0.066
H 2.8827 2.2695 0.3217 0.006 -0.001 0.012 0.062
H 3.3585 3.0366 -1.2003 0.001 -0.004 0.002 0.073
H 1.1923 3.8426 1.0806 -0.015 0.004 -0.039 0.087
H -1.0933 4.7068 0.8834 0.002 0.003 -0.007 0.097
B -1.0688 -4.1414 -2.7278 -0.035 -0.014 0.008 -0.426
N 0.3071 -3.5485 -2.3185 0.018 0.034 -0.058 -0.075
C 1.5190 -4.0946 -2.4210 -0.020 -0.017 0.063 -0.089
C 2.4637 -3.1726 -1.9959 0.013 0.017 -0.031 -0.057
C 1.7162 -2.0568 -1.6382 -0.007 -0.020 0.044 -0.152
N 0.4150 -2.2920 -1.8433 0.060 -0.051 0.011 -0.097
N -2.0357 -3.9545 -1.5131 0.011 0.021 -0.007 -0.067
C -2.7799 -4.8809 -0.9163 -0.007 -0.006 0.004 -0.085
C -3.6229 -4.2700 0.0022 0.007 -0.012 0.011 -0.056
C -3.3219 -2.9215 -0.1053 0.015 0.019 -0.025 -0.150
N -2.3625 -2.7382 -1.0227 0.015 0.007 0.052 -0.089
H -0.9293 -5.3287 -2.9083 -0.004 -0.002 0.002 0.066
H -1.5122 -3.5449 -3.6716 0.009 0.003 0.003 0.060
H 1.6218 -5.1069 -2.7747 0.005 0.006 0.002 0.113
H 3.5289 -3.3033 -1.9213 -0.005 0.007 -0.013 0.086
H 2.0253 -1.1210 -1.2013 0.000 -0.008 -0.001 0.094
H -2.6681 -5.9143 -1.1981 -0.009 0.003 0.005 0.115
H -4.3531 -4.7336 0.6412 0.006 0.001 0.000 0.086
H -3.7420 -2.0683 0.4003 -0.011 -0.007 0.009 0.077
Se -5.0283 -1.4218 -4.2028 -0.062 -0.068 -0.059 -0.265
Sb -3.6645 0.4679 -3.6418 0.119 -0.129 0.055 -0.310
Se -3.4956 0.6140 -1.0929 -0.058 0.031 0.059 -0.022
Se -1.1835 -0.1469 -3.9698 -0.029 0.035 0.135 -0.049
Se -4.0627 2.6448 -4.5753 -0.020 0.114 -0.034 -0.194
C -0.1443 -0.1260 0.1883 -0.043 -0.056 -0.072 -0.218
C 0.6479 -0.4569 1.0911 -0.005 0.114 -0.031 -0.198
C 1.5591 -0.8105 2.0656 0.044 -0.041 0.068 -0.202
C 2.3210 0.2683 2.6958 -0.028 0.024 -0.032 -0.189
C 1.7670 1.5578 2.8018 0.015 0.009 0.016 -0.057
C 2.4748 2.6121 3.3529 -0.020 -0.037 -0.007 -0.122
C 3.7703 2.4316 3.8256 0.015 0.005 -0.002 -0.136
C 4.3428 1.1700 3.7174 0.002 -0.004 0.003 -0.120
C 3.6384 0.1129 3.1628 -0.002 -0.012 0.010 -0.065
C 1.6547 -2.2101 2.4529 -0.013 0.013 -0.003 -0.176
C 2.2635 -2.6406 3.6495 0.007 -0.020 0.009 -0.064
C 2.3034 -3.9789 4.0088 -0.009 0.009 -0.017 -0.128
C 1.7332 -4.9567 3.2035 0.007 -0.007 0.009 -0.144
C 1.1044 -4.5526 2.0291 -0.006 0.016 -0.018 -0.109
C 1.0642 -3.2206 1.6628 0.007 -0.022 -0.007 -0.040
H 0.7632 1.7167 2.4253 0.002 0.002 0.009 0.105
H 2.0064 3.5887 3.4162 0.006 -0.001 0.003 0.091
H 4.3233 3.2570 4.2576 0.001 -0.004 0.000 0.080
H 5.3610 1.0073 4.0551 0.000 0.004 0.001 0.087
H 4.1243 -0.8489 3.0572 0.004 0.012 -0.003 0.102
H 2.6855 -1.9088 4.3250 -0.007 -0.005 0.000 0.091
H 2.7789 -4.2572 4.9440 -0.002 -0.004 -0.003 0.086
H 1.7674 -6.0018 3.4867 0.001 0.001 -0.001 0.077
H 0.6368 -5.2863 1.3812 0.001 -0.003 0.003 0.092
H 0.5658 -2.9387 0.7433 0.011 -0.005 0.022 0.080
```
Forces are in eV/Å.

net charge = -2
molar mass = 1087.527 g/mol
electronic energy = -308539.672 eV
LUMO = 0.1552 hartree
energy relative to the best compared isomer or geometry (same formula, charge and spin) = 0.000 eV


What did the first record say?
# C5H6BrF

One molecule with the formula C5H6BrF (ωB97M-V with the def2-TZVPD basis set, the Open Molecules 2025 dataset).

```
13
Properties=species:S:1:pos:R:3:forces:R:3:nbo_charge:R:1
C -0.3922 -0.0627 1.9338 -0.388 1.103 -1.870 0.421
C 0.8050 -1.4951 -0.3978 1.041 1.061 0.497 -0.070
C 0.6796 0.5057 0.9556 0.786 0.874 2.459 -0.577
C 0.4151 -0.0406 -0.4435 0.746 1.249 -1.527 -0.433
C -0.9130 0.4201 -1.0370 -2.050 -0.655 -1.050 -0.663
F 0.1346 -0.7867 2.8424 1.036 -0.480 0.760 -0.302
Br -0.1904 -2.6256 -1.3807 -0.626 -0.597 -0.664 0.165
H 0.5362 1.6362 1.0203 -0.144 -1.297 -0.365 0.248
H 1.7492 0.3365 1.3078 -1.230 -0.167 -0.496 0.230
H 1.2391 0.5221 -1.1128 -1.246 -1.750 1.304 0.298
H -1.6594 0.8790 -0.3978 0.582 0.384 0.874 0.240
H -1.5883 -0.4004 -1.4146 1.188 0.378 0.075 0.226
H -0.8154 1.1113 -1.8756 0.304 -0.103 0.003 0.219
```
Forces are in eV/Å.

molar mass = 165.005 g/mol
electronic energy = -78035.162 eV
LUMO = -0.0304 hartree
energy relative to the best compared isomer or geometry (same formula, charge and spin) = 5.226 eV


> Which of these has the lowest LUMO?

C38H47Cl3IN5O5SSi2Zr


> Number 3 is which compound?

C31H32BHfN4SbSe4


What did the first record say?
# C5H6BrF

One molecule with the formula C5H6BrF (ωB97M-V with the def2-TZVPD basis set, the Open Molecules 2025 dataset).

```
13
Properties=species:S:1:pos:R:3:forces:R:3:nbo_charge:R:1
C -0.3922 -0.0627 1.9338 -0.388 1.103 -1.870 0.421
C 0.8050 -1.4951 -0.3978 1.041 1.061 0.497 -0.070
C 0.6796 0.5057 0.9556 0.786 0.874 2.459 -0.577
C 0.4151 -0.0406 -0.4435 0.746 1.249 -1.527 -0.433
C -0.9130 0.4201 -1.0370 -2.050 -0.655 -1.050 -0.663
F 0.1346 -0.7867 2.8424 1.036 -0.480 0.760 -0.302
Br -0.1904 -2.6256 -1.3807 -0.626 -0.597 -0.664 0.165
H 0.5362 1.6362 1.0203 -0.144 -1.297 -0.365 0.248
H 1.7492 0.3365 1.3078 -1.230 -0.167 -0.496 0.230
H 1.2391 0.5221 -1.1128 -1.246 -1.750 1.304 0.298
H -1.6594 0.8790 -0.3978 0.582 0.384 0.874 0.240
H -1.5883 -0.4004 -1.4146 1.188 0.378 0.075 0.226
H -0.8154 1.1113 -1.8756 0.304 -0.103 0.003 0.219
```
Forces are in eV/Å.

molar mass = 165.005 g/mol
electronic energy = -78035.162 eV
LUMO = -0.0304 hartree
energy relative to the best compared isomer or geometry (same formula, charge and spin) = 5.226 eV